(1)
Entry from the Open Molecules 2025 dataset: a structure of composition C21H27N6O3SeSn (ωB97M-V/def2-TZVPD).

- HOMO (eV) = -3.8
- Kohn-Sham gap (eV) = 6.1
- E_tot (Ha) = -3986.49898

Geometry as ORCA input:
```
! wB97M-V def2-TZVPD RIJCOSX def2/J DEFGRID3
* xyz -1 1
Sn 0.5715 -2.4814 0.1576
O 3.3803 2.2306 1.0256
C 3.3735 1.9291 2.3390
C 4.3101 2.5471 3.1684
C 4.3338 2.2718 4.5229
C 3.4386 1.3583 5.0707
C 2.5059 0.7438 4.2533
C 2.4445 1.0239 2.8885
C 1.3910 0.4069 2.0256
O 1.4668 0.6187 0.7466
N 0.4472 -0.2468 2.6400
N -0.4694 -0.8828 1.8076
C -1.5710 -1.1659 2.3967
C -2.7502 -1.7585 1.7936
C -3.8470 -1.9777 2.6393
C -5.0606 -2.4401 2.1755
C -5.2071 -2.6758 0.8062
C -4.1471 -2.4829 -0.0531
C -2.8731 -2.0594 0.4038
O -1.8886 -1.9453 -0.4362
H 2.6608 1.6440 0.6430
H 5.0077 3.2468 2.7235
H 5.0527 2.7761 5.1587
H 3.4651 1.1377 6.1310
H 1.7948 0.0309 4.6478
H -1.6597 -0.8802 3.4471
H -3.7235 -1.7656 3.6973
H -5.8847 -2.6087 2.8574
H -6.1599 -3.0175 0.4161
H -4.2541 -2.6714 -1.1151
N 1.6420 0.3812 -2.9434
C 0.9158 1.5274 -3.4818
C 0.2320 2.3012 -2.3391
C -0.9352 1.5303 -1.7015
N -0.4355 0.3195 -1.0214
C -1.9561 1.1595 -2.7867
C -1.3637 0.3391 -3.9387
N -1.0048 -1.0069 -3.4957
C -0.1424 1.0865 -4.5147
H 2.3419 0.6445 -2.2577
H 2.0973 -0.1680 -3.6588
H 0.1124 -0.2310 -1.7090
H 1.5922 2.2255 -3.9958
H -0.1491 3.2437 -2.7386
H 0.9750 2.5423 -1.5718
H -1.4259 2.1553 -0.9544
H -1.1694 -0.3365 -0.6634
H 0.2482 0.4804 -0.2442
H -2.3612 2.0840 -3.2041
H -2.7853 0.6056 -2.3349
H -2.1218 0.3002 -4.7342
H -0.8272 -1.6205 -4.2793
H -1.7233 -1.4328 -2.9132
H -0.5045 1.9835 -5.0265
H 0.3378 0.4526 -5.2681
N 3.8539 -2.3809 0.4049
C 3.4610 -1.8160 -0.5341
H 3.9423 -2.9288 1.2393
Se 1.0056 -4.3463 1.6882
*
```

(2)
Entry from the Open Molecules 2025 dataset: a cluster of 2 separate species, C5H12O in total at a distorted geometry (ωB97M-V/def2-TZVPD).

- HOMO (eV) = -10.7
- SMILES = C1CCCC1.O
- Kohn-Sham gap (eV) = 11.6
- E_tot (Ha) = -272.92915

Geometry as ORCA input:
```
! wB97M-V def2-TZVPD RIJCOSX def2/J DEFGRID3
* xyz 0 1
C -0.3444 -0.9140 -1.7897
C -1.1737 0.3431 -2.0188
C -0.5994 1.4326 -1.0736
C 0.4380 0.7445 -0.1571
C 0.1359 -0.7510 -0.2892
H 0.5183 -0.9161 -2.4833
H -0.9118 -1.8501 -1.9553
H -2.1681 0.1352 -1.5790
H -1.3315 0.6928 -3.0573
H -1.3849 2.0355 -0.5788
H 0.0177 2.1196 -1.6841
H 0.2433 1.0021 0.9018
H 1.4840 1.0264 -0.3852
H 1.0606 -1.3052 -0.0378
H -0.6348 -1.0266 0.4561
O 1.4300 -1.2340 5.0209
H 1.6456 -0.3233 4.7167
H 1.5751 -1.2114 5.9938
*
```

(3)
Entry from the Open Molecules 2025 dataset: a cluster of 4 separate species, C11H16Cl6N3OS in total at a distorted geometry (ωB97M-V/def2-TZVPD).

- HOMO (eV) = -12.5
- Kohn-Sham gap (eV) = 7.0
- E_tot (Ha) = -3827.19651

Geometry as ORCA input:
```
! wB97M-V def2-TZVPD RIJCOSX def2/J DEFGRID3
* xyz 1 1
O -5.5265 -1.1537 -0.5887
C -4.3643 -1.4191 -0.2161
N -3.1628 -1.8674 0.1496
C -2.6142 -0.9333 1.1647
C -1.7520 0.2726 0.7387
N -1.1248 1.2724 1.5069
N -1.4123 1.0912 2.7905
C -2.1949 0.1110 3.4333
S -2.4217 0.2155 5.2894
C -2.8834 -1.0579 2.6999
H -1.5844 0.3829 -0.4093
H -0.9959 1.8254 3.4155
H -3.6741 0.8521 5.4068
H -3.5059 -1.8793 3.1873
Cl 0.9712 3.2755 1.4773
C 1.5946 4.3559 0.2045
C 0.7715 4.2764 -1.0667
Cl 0.9518 2.7051 -1.8886
H 2.6408 4.0975 0.0243
H 1.5590 5.3711 0.6060
H 1.1040 5.0418 -1.7715
H -0.2907 4.4350 -0.8687
Cl 4.3892 2.4335 -0.0763
C 5.3705 1.8997 -1.4647
C 4.9408 0.5397 -1.9797
Cl 5.3150 -0.7653 -0.8265
H 6.4190 1.9013 -1.1589
H 5.2435 2.6497 -2.2484
H 5.4754 0.3079 -2.9038
H 3.8696 0.5095 -2.1899
Cl -0.3039 -5.5961 -3.1065
C -1.7330 -5.6759 -2.0473
C -1.7923 -4.5111 -1.0778
Cl -0.5032 -4.5903 0.1496
H -1.7140 -6.6342 -1.5236
H -2.6101 -5.6610 -2.6981
H -2.7424 -4.5254 -0.5388
H -1.7092 -3.5529 -1.5948
*
```

(4)
Entry from the Open Molecules 2025 dataset: a structure of composition C8H12B2CdF14O4 at a distorted geometry (ωB97M-V/def2-TZVPD).

- HOMO (alpha / beta) (eV) = -5.7 / -5.6
- Kohn-Sham gap (alpha / beta) (eV) = 8.1 / 4.3
- E_tot (Ha) = -2228.94054

Geometry as ORCA input:
```
! wB97M-V def2-TZVPD RIJCOSX def2/J DEFGRID3
* xyz -1 2
Cd 1.0994 -1.2114 1.2495
C -0.5157 -2.6937 -1.4819
O -1.2990 -1.7009 -2.0492
O 0.1584 -1.9441 -0.5020
C -1.4118 -3.9562 -1.0818
F -0.7231 -4.9185 -0.4952
F -2.4694 -3.5923 -0.3066
F -1.8165 -4.5726 -2.2476
C -1.7395 -1.8963 -3.4216
C -2.5782 -0.6916 -3.7816
H -3.2591 -0.4803 -2.9571
H -1.9373 0.1379 -4.0803
H -3.1152 -1.0185 -4.6721
H -2.3385 -2.8013 -3.5235
H -0.9067 -1.9829 -4.1194
H 0.2046 -3.0587 -2.2140
C 1.0930 2.1884 1.3748
O -0.0870 2.8845 0.8758
O 0.8025 0.8395 1.0523
C 2.3764 2.8495 0.7974
F 3.4512 2.1120 1.0622
F 2.2890 3.0265 -0.5567
F 2.6136 4.1095 1.3089
C -0.3297 4.2672 1.2404
C -1.6994 4.6816 0.6801
H -1.9819 5.6396 1.1165
H -1.6498 4.9236 -0.3815
H -2.4376 3.9084 0.8931
H 0.3816 5.0389 0.9463
H -0.4207 4.4549 2.3103
H 1.2406 2.2313 2.4539
B 3.4026 -1.5635 0.9200
F 3.0853 -0.6694 -0.0559
F 3.0363 -1.0252 2.1308
F 2.7124 -2.7374 0.7126
F 4.7017 -1.7778 0.9890
B 0.0489 -1.8467 3.1639
F 0.7902 -0.8194 3.5594
F -0.7840 -2.1656 4.2500
F -0.8448 -1.4027 2.1678
F 0.8572 -2.7662 2.6729
*
```

(5)
Entry from the Open Molecules 2025 dataset: a cluster of 11 separate species, C35H64Cl6O24 in total at a distorted geometry (ωB97M-V/def2-TZVPD).

- HOMO (eV) = -9.4
- SMILES = CCOC(=O)OC.CCOC(=O)OC.CCOC(=O)OC.CCOC(=O)OC.CCOC(=O)OC.O=C1OCCO1.O=C1OCCO1.O=C1OCCO1.ClCCCl.ClCCCl.ClCCCl
- Kohn-Sham gap (eV) = 9.6
- E_tot (Ha) = -5938.92556

Geometry as ORCA input:
```
! wB97M-V def2-TZVPD RIJCOSX def2/J DEFGRID3
* xyz 0 1
C -4.6172 10.7485 -13.6465
C -3.5536 10.3958 -12.5936
O -2.4318 11.1753 -12.9504
C -1.2102 11.0845 -12.2945
O -1.0917 10.4139 -11.2177
O -0.2392 11.7562 -12.9772
C 1.0186 12.0311 -12.4429
H -5.6280 10.3783 -13.4746
H -4.3206 10.2930 -14.5913
H -4.7274 11.8297 -13.7303
H -3.3587 9.3400 -12.4052
H -4.0250 10.7511 -11.6772
H 1.8062 12.2025 -13.1767
H 1.4326 11.1927 -11.8828
H 1.0005 12.9333 -11.8315
C -7.0525 13.1454 -11.1330
C -6.5928 12.8954 -9.6829
O -5.2473 12.3907 -9.5833
C -4.6221 12.3363 -8.3856
O -4.9877 12.9070 -7.3711
O -3.5236 11.6515 -8.5585
C -2.5586 11.4072 -7.4972
H -8.1381 13.2281 -11.1852
H -6.5895 12.3580 -11.7278
H -6.5432 14.0492 -11.4673
H -7.2556 12.2510 -9.1052
H -6.6981 13.7718 -9.0434
H -1.6278 10.8961 -7.7435
H -2.9824 10.7836 -6.7100
H -2.3706 12.3631 -7.0082
C -9.1140 14.5794 -20.0002
C -8.0842 14.0815 -19.0406
O -6.8552 13.6508 -19.7285
C -6.8922 12.5019 -20.3963
O -7.7290 11.6135 -20.3813
O -5.6984 12.4275 -21.0518
C -5.3357 11.2474 -21.7838
H -9.8593 15.2127 -19.5189
H -9.5632 13.8385 -20.6615
H -8.8655 15.3944 -20.6801
H -8.5296 13.2774 -18.4549
H -7.8078 14.8331 -18.3011
H -4.4439 10.7554 -21.3957
H -5.0054 11.5581 -22.7750
H -6.1512 10.5348 -21.9078
C -7.8107 19.8140 -16.5226
C -8.3350 18.3919 -16.5869
O -7.5659 17.6096 -17.4745
C -6.3164 17.1718 -17.0868
O -5.8670 17.2855 -15.9560
O -5.7111 16.5361 -18.1146
C -4.4795 15.8734 -17.8393
H -6.9258 19.8140 -15.8862
H -8.5260 20.4675 -16.0232
H -7.5320 20.1242 -17.5297
H -9.3237 18.5388 -17.0216
H -8.4425 18.0524 -15.5567
H -4.6289 14.9012 -18.3090
H -4.2069 15.7107 -16.7965
H -3.6706 16.4062 -18.3392
C -0.4136 12.5945 -16.0064
C -1.5781 13.5697 -16.1553
O -1.1699 14.8001 -16.8216
C -0.9709 14.8405 -18.1373
O -1.2688 14.0170 -18.9492
O -0.3949 16.0218 -18.3870
C 0.0390 16.3918 -19.7110
H 0.2976 12.9241 -15.2491
H 0.0825 12.3694 -16.9506
H -0.8137 11.6529 -15.6304
H -1.9341 13.7883 -15.1485
H -2.3718 13.0724 -16.7128
H -0.8022 16.6334 -20.3607
H 0.4646 15.4930 -20.1572
H 0.7713 17.1979 -19.7560
O -4.0826 15.3947 -14.1839
C -5.0661 14.7751 -14.5505
O -4.9068 13.8963 -15.5076
C -6.0542 13.1332 -15.6357
C -6.9546 13.5360 -14.4543
O -6.3107 14.7045 -13.9048
H -6.4666 13.4115 -16.6056
H -5.9823 12.0467 -15.5863
H -6.9906 12.7474 -13.7027
H -7.9896 13.6899 -14.7597
O -5.5600 10.2890 -17.7746
C -4.3967 10.2382 -18.1833
O -3.5557 9.1857 -18.2797
C -2.2979 9.6522 -18.7596
C -2.4686 11.1063 -18.9990
O -3.8068 11.3298 -18.5751
H -1.5625 9.5135 -17.9671
H -1.9843 9.0086 -19.5815
H -2.4032 11.3803 -20.0520
H -1.6822 11.5794 -18.4110
O -8.3833 10.6397 -14.3193
C -8.7705 10.3543 -15.4368
O -9.3583 9.1760 -15.7534
C -9.9370 9.1792 -16.9781
C -9.3660 10.4481 -17.6130
O -8.7221 11.0855 -16.4778
H -9.5829 8.3375 -17.5732
H -11.0108 9.1091 -16.8044
H -10.2020 11.0566 -17.9576
H -8.6434 10.1321 -18.3654
Cl -6.9063 18.6767 -10.5521
C -6.4696 17.4836 -11.7606
C -5.4708 18.1027 -12.7191
Cl -3.9091 18.4901 -11.8759
H -7.3956 17.2127 -12.2679
H -6.0772 16.5714 -11.3111
H -5.8017 19.0908 -13.0389
H -5.1661 17.5247 -13.5915
Cl -10.0249 15.6714 -16.5469
C -11.3356 15.9491 -15.4132
C -10.8651 16.3119 -13.9483
Cl -9.8102 15.1019 -13.2132
H -11.9394 15.0449 -15.4906
H -11.9695 16.7402 -15.8137
H -11.7624 16.3946 -13.3350
H -10.3992 17.2964 -13.9070
Cl -0.7238 16.3740 -11.5332
C -1.8722 15.0180 -11.7762
C -2.6953 14.5891 -10.6091
Cl -3.2864 15.9797 -9.5989
H -1.2428 14.3032 -12.3065
H -2.5565 15.4370 -12.5140
H -2.2031 13.9338 -9.8905
H -3.5444 14.0056 -10.9650
*
```

(6)
Entry from the Open Molecules 2025 dataset: a structure of composition C12H39BN11O10Pd at a distorted geometry (ωB97M-V/def2-TZVPD).

- HOMO (alpha / beta) (eV) = -4.5 / -5.0
- Kohn-Sham gap (alpha / beta) (eV) = 6.6 / 7.1
- E_tot (Ha) = -1988.26696

Geometry as ORCA input:
```
! wB97M-V def2-TZVPD RIJCOSX def2/J DEFGRID3
* xyz -1 3
Pd 0.8950 0.1382 -1.1964
B 0.1498 -1.3585 0.5451
H -0.2749 -1.7803 -0.4796
H -0.1327 -2.0470 1.4639
H 1.3041 -1.2933 0.3782
H -0.1502 -0.2443 0.7145
C 3.0188 -0.0142 -2.8178
O 3.9990 -0.0290 -3.5765
O 2.7294 -0.9082 -1.9298
O 2.2035 1.0198 -2.7461
C -2.1417 5.4625 -1.9160
O -1.4226 4.3410 -1.4019
C -2.2880 3.3825 -0.7978
C -1.4528 2.1466 -0.5347
N -0.8546 1.4915 -1.6958
C -1.9307 0.8666 -2.5234
C -1.4139 -0.3303 -3.3496
O -0.3578 -0.9987 -2.7402
C 0.1805 -2.0561 -3.5355
H -2.3316 6.1471 -1.0870
H -3.0753 5.1111 -2.3614
H -1.5075 5.8990 -2.6827
H -3.0967 3.1192 -1.4896
H -2.6662 3.8149 0.1341
H -2.0937 1.4449 0.0230
H -0.6937 2.2735 0.2455
H -0.4808 2.2366 -2.2819
H -2.4239 1.6247 -3.1384
H -2.7370 0.5281 -1.8684
H -1.1841 0.0074 -4.3663
H -2.2801 -1.0016 -3.4230
H 0.7293 -1.5867 -4.3614
H -0.6412 -2.6748 -3.8971
H 0.9577 -2.5723 -2.9788
C -3.6398 -2.2913 -0.1786
O -4.8495 -2.4232 -0.0847
N -2.8804 -2.7851 -1.2049
N -2.8803 -1.6480 0.7634
H -1.9109 -2.4953 -1.2294
H -3.3534 -3.1464 -2.0099
H -1.8617 -1.6338 0.6940
H -3.3149 -1.3114 1.6000
C 3.3303 -1.3584 3.0710
O 4.2181 -1.5349 3.8989
N 3.4859 -1.5714 1.7311
N 2.0520 -1.0017 3.4405
H 4.4105 -1.7641 1.3954
H 2.7648 -1.1811 1.1368
H 1.9834 -0.9983 4.4396
H 1.4358 -0.6355 2.7340
C 2.6837 2.3105 0.5002
O 1.6917 1.6124 0.2796
N 2.6919 3.1597 1.5561
N 3.8334 2.1732 -0.2037
H 1.8292 3.3313 2.0513
H 3.4495 3.7833 1.7628
H 4.5738 2.8300 -0.0531
H 3.8441 1.4930 -0.9501
C 0.5590 -4.9999 0.4156
O 1.0100 -5.6117 -0.5352
N 1.3028 -4.2256 1.2621
N -0.7875 -5.0678 0.7701
H 0.8291 -3.5639 1.8451
H 2.1812 -3.9999 0.8250
H -1.1152 -4.2534 1.2626
H -1.3326 -5.5364 0.0702
C -0.4615 1.9439 3.5652
O -0.0966 2.9569 2.9891
N 0.2157 1.4389 4.6540
N -1.5457 1.2080 3.2069
H -0.2632 1.0066 5.4247
H 1.0273 1.9687 4.9230
H -1.9806 1.3969 2.3203
H -1.6648 0.2656 3.5339
*
```

(7)
Entry from the Open Molecules 2025 dataset: the ion C2H5N6O3S with charge +1 at a distorted geometry (ωB97M-V/def2-TZVPD).

- HOMO (eV) = -13.7
- SMILES = N=[N+]=N[C@H](S)O/C(N)=N/[N+](=O)[O-]
- Kohn-Sham gap (eV) = 8.9
- E_tot (Ha) = -1031.09710

Geometry as ORCA input:
```
! wB97M-V def2-TZVPD RIJCOSX def2/J DEFGRID3
* xyz 1 1
N 0.5985 0.2080 -2.5124
N 0.2065 0.7037 -1.5945
N -0.2172 1.6479 -1.0391
C -0.7789 1.7973 0.2136
S 0.6139 2.4952 1.4591
O -1.2844 0.6322 0.8012
C -0.6041 -0.4885 0.7804
N -0.9870 -1.3844 1.6720
N 0.2937 -0.6424 -0.1656
N 0.9614 -1.8707 -0.4136
O 0.6547 -2.8180 0.2724
O 1.7038 -1.7076 -1.3647
H 1.1198 -0.5387 -2.9043
H -1.6673 2.3910 0.3584
H 1.5621 2.9966 0.5371
H -0.4311 -2.2841 1.6498
H -1.7444 -1.1375 2.2502
*
```

(8)
Entry from the Open Molecules 2025 dataset: a structure of composition C23H29N5O2S3Ta (ωB97M-V/def2-TZVPD).

- HOMO (eV) = -16.3
- Kohn-Sham gap (eV) = 6.8
- E_tot (Ha) = -2568.91050

Geometry as ORCA input:
```
! wB97M-V def2-TZVPD RIJCOSX def2/J DEFGRID3
* xyz 3 1
Ta -0.2949 -1.3620 0.1232
C -2.2168 1.6743 3.3660
N -2.1958 0.2491 3.7314
C -2.6592 -0.1340 5.0768
C -1.7509 -0.6447 2.8679
N -1.3203 -0.3218 1.6452
N -1.7697 -1.9588 3.2776
C -1.3347 -3.0771 2.6075
N -1.5334 -4.2308 3.2364
N -0.7457 -2.9886 1.4410
H -2.8136 2.2076 4.0972
H -2.6935 1.8184 2.3960
H -1.2082 2.0898 3.3664
H -2.9329 0.7662 5.6147
H -1.8621 -0.6193 5.6427
H -3.5476 -0.7659 5.0207
H -1.3405 0.6822 1.5025
H -2.1299 -2.1173 4.2056
H -2.0141 -4.2992 4.1198
H -1.2199 -5.1010 2.8352
H -0.5084 -3.9053 1.0769
S 1.4753 -0.4424 1.3690
C 3.0177 -0.9416 0.6883
C 4.2111 -0.5114 1.2541
C 5.4109 -0.9353 0.6996
C 5.4213 -1.7772 -0.4076
C 4.2300 -2.2135 -0.9699
C 3.0323 -1.7887 -0.4102
S 1.4895 -2.2807 -1.0946
H 4.2026 0.1412 2.1175
H 6.3441 -0.6114 1.1399
H 6.3610 -2.0983 -0.8354
H 4.2322 -2.8772 -1.8244
O -0.7528 -0.0060 -1.2057
S 0.0790 0.7343 -2.3858
C -1.1827 1.6228 -3.2254
C -0.8381 2.0283 -4.5107
C -1.7733 2.7380 -5.2482
C -3.0238 3.0069 -4.7090
C -3.3538 2.5758 -3.4285
C -2.4318 1.8730 -2.6697
C 1.0067 1.9317 -1.5329
C 2.3847 1.7306 -1.5376
C 3.1929 2.6541 -0.8881
C 2.6179 3.7437 -0.2535
C 1.2335 3.9320 -0.2583
C 0.4137 3.0309 -0.9059
H 0.1382 1.8095 -4.9282
H -1.5280 3.0662 -6.2489
H -3.7529 3.5507 -5.2945
H -4.3335 2.7876 -3.0225
H -2.6827 1.5247 -1.6775
H 2.8181 0.8791 -2.0499
H 4.2671 2.5282 -0.8935
H 3.2510 4.4708 0.2382
H 0.8057 4.8027 0.2204
H -0.6557 3.1927 -0.9575
C -0.9795 -3.9383 -2.0645
O -1.3963 -2.8205 -1.1958
H -0.7490 -3.5626 -3.0574
H -1.7928 -4.6577 -2.0971
H -0.0992 -4.3854 -1.6202
H -2.2186 -2.4695 -1.5689
*
```

(9)
Entry from the Open Molecules 2025 dataset: the molecule C5H6O (ωB97M-V/def2-TZVPD).

- HOMO (eV) = -8.1
- Kohn-Sham gap (eV) = 7.7
- E_tot (Ha) = -269.15153

Geometry as ORCA input:
```
! wB97M-V def2-TZVPD RIJCOSX def2/J DEFGRID3
* xyz 0 1
C -0.5708 -1.3033 -0.3851
C 0.3596 0.8158 0.2466
C -0.5597 1.9284 0.2110
O 0.7892 1.8873 0.8581
C 0.6452 -0.5016 0.0160
C 1.9999 -0.9178 0.2030
H -0.6402 -2.1952 0.2453
H -0.5239 -1.6058 -1.4294
H -1.4914 -0.7223 -0.2311
H -1.4004 1.9694 0.8948
H -0.5911 2.6042 -0.6450
H 2.0141 -2.0177 -0.0065
*
```